Entry from the Open Molecules 2025 dataset: a structure of composition C47H29Cl5N3O5STa at a distorted geometry (wB97M-V/def2-TZVPD).

Summary:
- Calculated total energy: -5104.5370 a.u.
- Gap between HOMO and LUMO: 5.7 eV
- Net charge: +2
- Lowest unoccupied orbital energy: -7.15 eV

Each line ends with the Löwdin charge.
Atoms and positions in Å:
1 Ta -0.1265 0.4477 -0.9853  1.97
2 C 3.9618 0.9657 -3.2484  0.01
3 C 2.7868 0.5208 -2.6410  -0.12
4 N 1.9193 1.3239 -2.0455  0.02
5 C 2.1826 2.6490 -2.0220  -0.15
6 C 3.3403 3.1929 -2.6308  -0.12
7 C 4.2424 2.3100 -3.2493  0.05
8 C 3.5539 4.6007 -2.6260  0.01
9 C 2.6606 5.4381 -2.0484  0.01
10 C 1.4930 4.9292 -1.4104  -0.12
11 C 0.5472 5.7688 -0.7967  0.04
12 C -0.5551 5.2078 -0.1969  0.01
13 C -0.7039 3.8200 -0.2173  -0.10
14 N 0.1589 3.0053 -0.7949  -0.01
15 C 1.2514 3.5345 -1.3835  -0.17
16 H 4.6189 0.2501 -3.7148  0.13
17 H 2.5507 -0.5333 -2.6495  0.10
18 H 5.1315 2.7003 -3.7209  0.14
19 H 4.4427 4.9785 -3.1078  0.13
20 H 2.8134 6.5065 -2.0598  0.13
21 H 0.6996 6.8370 -0.8040  0.13
22 H -1.3037 5.8186 0.2791  0.12
23 H -1.5684 3.3609 0.2438  0.11
24 O 1.9637 -1.2428 -0.6619  -0.03
25 C 1.8978 -2.3549 -0.1556  -0.13
26 C 0.7032 -2.9723 0.3747  -0.11
27 C 0.7259 -4.3036 0.7937  0.08
28 C -0.3981 -4.8651 1.3585  -0.11
29 C -1.5525 -4.1106 1.5633  0.06
30 C -1.5883 -2.7929 1.1719  0.01
31 C -0.4851 -2.2048 0.5322  -0.29
32 O -0.5334 -0.9764 0.0778  -0.31
33 N -0.3627 -6.2633 1.7800  -0.36
34 O -1.3649 -6.6994 2.2849  0.12
35 O 0.6675 -6.8584 1.5877  0.11
36 H 2.8128 -2.9653 -0.0725  0.16
37 H 1.6162 -4.9017 0.6661  0.14
38 H -2.4104 -4.5820 2.0205  0.14
39 H -2.4773 -2.2057 1.3309  0.10
40 Cl -0.9800 2.1506 -3.3937  0.85
41 C -2.3732 2.0168 -2.4027  -0.68
42 C -2.1492 1.2995 -1.2361  -0.38
43 C -3.2010 1.2350 -0.3330  -0.70
44 Cl -2.8477 0.4421 1.1427  0.79
45 C -4.4418 1.8219 -0.5729  -0.69
46 Cl -5.6955 1.7316 0.5860  0.75
47 C -4.6384 2.5036 -1.7839  -0.68
48 Cl -6.1460 3.2217 -2.1131  0.77
49 C -3.5869 2.6199 -2.7099  -0.69
50 Cl -3.7967 3.4826 -4.1702  0.76
51 O 1.0644 1.0928 1.2244  -0.59
52 S 0.0921 1.1191 2.3835  1.00
53 C 0.9589 1.7599 3.8467  -0.37
54 C 2.3120 1.5521 4.0409  -0.07
55 C 2.8829 1.9106 5.2507  -0.05
56 C 2.1034 2.4728 6.2501  -0.05
57 C 0.7512 2.6963 6.0367  -0.05
58 C 0.1706 2.3365 4.8311  -0.08
59 C 0.1256 -0.5448 3.1012  -0.38
60 C -0.9436 -0.9559 3.8813  -0.08
61 C -0.8781 -2.1867 4.5163  -0.05
62 C 0.2459 -2.9869 4.3684  -0.05
63 C 1.3053 -2.5649 3.5806  -0.05
64 C 1.2469 -1.3377 2.9438  -0.09
65 H 2.9082 1.1107 3.2563  0.11
66 H 3.9345 1.7304 5.4117  0.12
67 H 2.5492 2.7283 7.1986  0.12
68 H 0.1432 3.1378 6.8108  0.12
69 H -0.8858 2.4891 4.6653  0.11
70 H -1.8094 -0.3201 3.9992  0.11
71 H -1.6963 -2.5105 5.1390  0.12
72 H 0.2941 -3.9435 4.8664  0.12
73 H 2.1756 -3.1907 3.4641  0.12
74 H 2.0634 -0.9945 2.3264  0.11
75 C -3.0260 -4.3046 -2.8196  -0.05
76 C -3.1589 -3.3194 -1.8320  -0.05
77 C -2.3560 -2.2088 -1.8329  -0.06
78 C -1.3564 -2.0191 -2.8121  -0.17
79 C -0.4782 -0.8940 -2.8329  -0.20
80 C 0.2638 -0.6974 -3.9771  -0.17
81 C 0.2742 -1.6069 -5.0454  -0.05
82 C -0.4500 -2.7625 -4.9695  0.01
83 C -1.2943 -2.9838 -3.8646  -0.15
84 C -2.1263 -4.1216 -3.8308  -0.01
85 H -3.6694 -5.1682 -2.8006  0.11
86 H -3.9266 -3.4245 -1.0819  0.11
87 H -2.5371 -1.4286 -1.1088  0.07
88 H 0.8520 0.2010 -4.1085  0.06
89 H 0.8786 -1.3936 -5.9119  0.11
90 H -0.4076 -3.5044 -5.7531  0.13
91 H -2.0549 -4.8249 -4.6472  0.12